[1]
# C6H6

The molecule C6H6 (ωB97M-V/def2-TZVPD, the OMol25 dataset).

Geometry (Å):
C (-1.2715, 0.3819, 0.4969)
C (-0.5756, -0.6253, 1.0879)
C (0.6951, -1.0662, 0.5636)
C (1.2995, -0.2792, -0.3810)
C (0.5462, 0.6619, -1.1138)
C (-0.7316, 0.9341, -0.6482)
H (-2.1727, 0.7472, 0.7251)
H (-0.7646, -1.1734, 2.0602)
H (1.1295, -1.8956, 1.1399)
H (2.2884, -0.4494, -0.7917)
H (1.0358, 0.9682, -2.0501)
H (-1.2893, 1.7597, -1.1156)

Calculated values
Structure (SMILES): c1ccccc1
Electronic energy, hartree: -232.19571

=====

[2]
# C5H5NO

The molecule C5H5NO (ωB97M-V/def2-TZVPD, the OMol25 dataset).

Geometry (Å):
C (1.1583, 0.5973, 0.2486)
C (0.9421, 1.1891, -0.9628)
C (-0.4298, 0.1240, 0.5227)
C (-0.8491, -1.2188, 0.8892)
C (-1.0372, -2.3616, 1.1487)
H (1.2766, 1.9741, -1.6478)
H (1.1964, 0.3765, -1.6332)
H (-1.2038, 0.4490, -1.2845)
H (-0.8171, 0.7951, 1.3590)
H (-1.6744, -3.2742, 1.1139)
N (-0.6580, 0.8439, -0.6749)
O (2.0960, 0.5055, 0.9210)

Calculated values
Structure (SMILES): C#C[C@@H]1NCC1=O
Electronic energy, hartree: -323.31231

=====

[3]
# C11H16NOP

The molecule C11H16NOP (ωB97M-V/def2-TZVPD, the OMol25 dataset).

Geometry (Å):
C (-0.8568, -2.6516, 3.0596)
C (0.5547, -2.7063, 3.2473)
C (-1.4209, -1.8880, 2.0241)
C (1.4230, -2.0528, 2.2678)
C (-0.5534, -1.3260, 1.0986)
C (0.8626, -1.3568, 1.2270)
C (0.1173, -0.0222, -1.1125)
C (-1.2860, 1.5568, -2.5370)
C (1.1605, 1.9533, -2.0848)
C (-0.5125, 2.2102, -0.1748)
C (-0.1371, 1.3690, -1.5083)
N (-1.1260, -0.6426, 0.0621)
O (2.6879, -1.1455, -0.9914)
P (1.7068, -0.4410, -0.1467)
H (-1.5157, -3.1826, 3.8335)
H (0.8685, -3.3630, 4.1203)
H (-2.4727, -2.0651, 1.6766)
H (2.4748, -1.9713, 2.6169)
H (0.0903, -0.7491, -1.8515)
H (-1.3370, 2.5434, -3.1087)
H (-2.2947, 1.5376, -2.1616)
H (-1.3003, 0.7178, -3.2656)
H (1.9718, 1.7661, -1.4294)
H (1.3836, 1.8827, -3.1467)
H (1.0343, 3.0423, -1.9341)
H (-0.9764, 3.1279, -0.6272)
H (0.4563, 2.4028, 0.4136)
H (-1.1044, 1.5810, 0.5499)
H (-1.9302, -0.9667, -0.4652)
H (2.0316, 0.8399, 0.3483)

Calculated values
Structure (SMILES): CC(C)(C)[C@@H]1Nc2ccccc2[P@H]1=O
Electronic energy, hartree: -900.03314

=====

[4]
# C3H14NO2

A cluster of 3 separate species, C3H14NO2 in total (ωB97M-V/def2-TZVPD, the OMol25 dataset).

Geometry (Å):
C (-0.5231, 1.8365, 0.4688)
C (0.0318, 0.6597, 1.2402)
N (0.8932, -0.2000, 0.4007)
C (1.7251, -1.1660, 1.2508)
H (-1.3708, 1.5708, -0.1511)
H (-0.8707, 2.5665, 1.1820)
H (0.2561, 2.2906, -0.1320)
H (0.6623, 1.0048, 2.0545)
H (-0.6953, -0.0142, 1.6783)
H (1.5897, 0.3294, -0.1379)
H (0.3859, -0.8093, -0.2362)
H (2.7355, -0.8093, 1.2284)
H (1.7073, -2.1344, 0.7497)
H (1.2467, -1.2381, 2.2151)
H (-5.8672, -2.0419, -1.6518)
H (-5.0836, -3.1565, -2.4001)
O (-5.0597, -2.2334, -2.1345)
H (2.8125, 0.6581, -2.4558)
H (2.9648, 1.8537, -1.5368)
O (2.4597, 1.0330, -1.6322)

Calculated values
Electronic energy, hartree: -327.69171
Charge: +1

=====

[5]
# C6H6NO3

The ion C6H6NO3 with charge -1 (ωB97M-V/def2-TZVPD, the OMol25 dataset).

Geometry (Å):
C (-0.1447, -1.6125, -0.0982)
C (1.0231, -1.0909, 0.4050)
C (-1.2727, -0.8772, -0.4679)
C (1.0218, 1.3591, -0.1829)
C (1.5181, 0.2031, 0.4001)
C (-2.6109, 1.1228, -0.1184)
N (-1.4731, 0.4158, -0.2186)
O (0.2816, 1.4420, -1.1552)
O (1.5018, 2.5783, 0.4670)
O (-3.5778, 0.8475, 0.6278)
H (-0.2772, -2.6471, -0.0523)
H (1.5743, -1.7776, 0.8822)
H (-2.1288, -1.4619, -1.0759)
H (2.4401, 0.4557, 1.0945)
H (-2.6876, 2.1615, -0.6864)
H (0.7017, 3.1560, 0.4574)

Calculated values
Structure (SMILES): O=C(O)\C=C/C=C\N=C/[O-]
Electronic energy, hartree: -512.69144
Charge: -1

=====

[6]
# C17H12AuF2N5

A structure of composition C17H12AuF2N5 (ωB97M-V/def2-TZVPD, the OMol25 dataset).

Geometry (Å):
Au (-0.1590, -0.1307, -0.1923)
N (-1.8367, -2.4201, -3.2684)
C (-0.8176, -2.0408, -4.1066)
C (0.0283, -1.2813, -3.3593)
N (-0.4647, -1.1970, -2.0788)
C (-1.5908, -1.8964, -2.0602)
C (-2.3267, -1.9361, -0.8142)
N (-1.9009, -1.1637, 0.1835)
C (-2.6627, -1.4675, 1.2903)
C (-3.5850, -2.3955, 0.9291)
N (-3.3569, -2.6774, -0.3983)
H (-2.6225, -2.9925, -3.5385)
H (-0.7834, -2.3389, -5.1397)
H (0.9219, -0.7798, -3.6823)
H (-2.4967, -1.0273, 2.2553)
H (-4.3620, -2.8804, 1.4935)
H (-3.8652, -3.3629, -0.9371)
F (-2.2010, 2.5740, 3.9093)
C (-1.1225, 2.2586, 3.2098)
C (-1.2710, 1.3654, 2.1492)
C (-0.1438, 1.0449, 1.4349)
C (1.1028, 1.6291, 1.6880)
C (1.1807, 2.5047, 2.7686)
F (2.3452, 3.0747, 3.0622)
C (0.0873, 2.8230, 3.5494)
C (2.1526, 1.3507, 0.7198)
C (3.4745, 1.7684, 0.7653)
C (4.3351, 1.4284, -0.2636)
C (3.8752, 0.6616, -1.3262)
C (2.5618, 0.2591, -1.3205)
N (1.7201, 0.6078, -0.3351)
H (-2.2623, 1.0198, 1.9025)
H (0.1770, 3.5095, 4.3798)
H (3.8215, 2.3473, 1.6052)
H (5.3668, 1.7519, -0.2304)
H (4.5219, 0.3707, -2.1407)
H (2.1588, -0.3612, -2.1034)

Calculated values
Electronic energy, hartree: -1263.69971
Charge: +2